An isolated molecule of C16H18N2O3S in a non-equilibrium geometry, computed with ωB97M-V/def2-TZVPD.

Geometry as XYZ:
```
40
C16H18N2O3S | OMol25 | ωB97M-V/def2-TZVPD
C -3.4946 -2.2767 0.6679
C -3.8167 -0.9745 -0.0591
C -5.3036 -0.6064 0.0780
O -3.2447 0.1062 0.4721
C -3.0927 1.2350 -0.1682
O -3.4235 1.4014 -1.1854
C -2.2641 2.3891 0.7558
C -0.7115 2.2337 0.3969
O 0.1298 2.1547 1.0590
C -0.5253 1.9854 -0.9904
S -0.3618 0.3190 -1.4714
C 1.1054 -0.1430 -0.6759
N 1.9910 0.7717 -0.8546
C 3.1161 0.5750 -0.1523
C 3.6080 -0.6798 0.1879
C 2.6246 -1.7614 0.2657
C 1.4030 -1.3359 -0.6250
C 0.4753 -2.4600 -0.4232
N -0.4292 -3.4583 -0.4136
C 4.9540 -0.8152 0.7138
C 5.5538 0.5129 -0.1012
C 4.3297 1.3825 -0.1692
H -4.1169 -3.0728 0.4158
H -2.5067 -2.4187 0.4267
H -3.8444 -2.1151 1.7491
H -3.7937 -1.0764 -0.9534
H -5.9745 -1.5195 -0.4046
H -5.6994 0.0751 -0.5082
H -5.7797 -0.7523 1.2117
H -2.6646 3.2964 0.4171
H -2.2816 1.7984 1.6893
H 0.5738 2.2166 -1.3260
H -1.2778 2.3793 -1.6598
H 2.9541 -2.6541 0.3861
H 5.0880 -0.8050 1.7669
H 5.6069 -1.5399 0.2176
H 6.0827 0.3824 -0.9210
H 6.3101 0.8610 0.6537
H 4.2232 2.2778 0.7414
H 4.4776 2.1113 -1.2094
```

For the calculated total energy, the calculation gives -36828.744 eV. Its LUMO energy is -0.8 eV. Its frontier orbital gap is 7.72 eV. Its SMILES is CC(C)OC(=O)CC(=O)CSc1nc2c(cc1C#N)CCC2. Its energy above the lowest of the compared OMol25 structures with the same formula, charge and spin is 343.9 kcal/mol. The total charge is 0.